Computed, not measured: 11 unconnected molecules or ions with the total composition C66H150BN10O24, with ωB97M-V/def2-TZVPD.

Output
Net charge   -1
Maximum force   2.5 eV Å⁻¹
E_HOMO   -6.402 eV
ΔE to the lowest compared entry with this formula, charge and spin   14.09 kJ/mol
Gap between HOMO and LUMO   8.5 eV

Each line ends with the Löwdin charge.
Element x y z (Å)
1 O -0.87159 2.49617 -2.08823  0.157
2 C -0.62807 1.55577 -1.39579  -0.378
3 O 0.31526 1.46145 -0.47610  0.240
4 B 0.05155 0.19618 0.23060  -0.906
5 O -1.05572 -0.49735 -0.42768  0.206
6 C -1.32820 0.20198 -1.55543  -0.341
7 O -2.15839 -0.04433 -2.36869  0.164
8 O -0.17606 0.32388 1.68278  0.210
9 C 0.82757 -0.18096 2.36364  -0.375
10 O 0.94957 -0.12811 3.55819  0.123
11 C 1.81134 -0.84705 1.35376  -0.382
12 O 1.31435 -0.58684 0.16980  0.218
13 O 2.91255 -1.29083 1.52946  0.120
14 C -7.76472 -0.88114 1.65678  -0.034
15 C -7.76235 -1.78596 0.39667  -0.491
16 C -9.17601 -1.63468 -0.21661  -0.143
17 C -9.29085 -0.28766 -0.94011  -0.162
18 C -8.22400 -0.33688 -2.04101  -0.136
19 C -6.77709 -0.31280 -1.52052  -0.500
20 N -6.69381 -1.36602 -0.51250  -0.107
21 O -5.43098 -1.42616 0.08310  -0.004
22 C -5.76925 -0.57093 -2.62719  -0.034
23 C -6.36998 1.07991 -0.94693  -0.032
24 C -7.61042 -3.26326 0.78739  -0.024
25 H -8.61502 -1.05766 2.32332  0.082
26 H -7.68689 0.20044 1.54144  0.064
27 H -6.91605 -1.08368 2.32159  0.070
28 H -9.21719 -2.49025 -0.89550  0.116
29 H -9.94612 -1.69297 0.54992  0.114
30 H -9.06780 0.61676 -0.37161  0.104
31 H -10.29054 -0.14404 -1.35259  0.106
32 H -8.36742 0.47915 -2.75296  0.120
33 H -8.29424 -1.27479 -2.60020  0.115
34 H -6.05374 -1.51092 -3.11689  0.083
35 H -5.82859 0.17434 -3.42639  0.079
36 H -4.70966 -0.61983 -2.38160  0.067
37 H -6.50322 1.97369 -1.56223  0.086
38 H -6.95162 1.34624 -0.05734  0.053
39 H -5.31877 1.05409 -0.65911  0.069
40 H -8.59527 -3.71948 0.91255  0.078
41 H -7.02677 -3.48000 1.67954  0.084
42 H -7.22327 -3.78376 -0.09365  0.077
43 H -5.09537 -2.31292 -0.09666  0.051
44 C 0.18115 -5.20692 -2.72185  -0.055
45 C -0.74768 -5.11903 -1.49005  -0.477
46 C -0.35575 -3.84536 -0.72775  -0.107
47 C -1.43157 -3.38236 0.27517  -0.165
48 C -2.79536 -3.27134 -0.36900  -0.143
49 C -3.22773 -4.54743 -1.06713  -0.481
50 N -2.14519 -5.03547 -1.94364  -0.105
51 O -2.54972 -6.06881 -2.80361  -0.017
52 C -3.67618 -5.58851 -0.00261  -0.017
53 C -4.38794 -4.23113 -2.02211  -0.027
54 C -0.40198 -6.42711 -0.76287  -0.029
55 H 0.18846 -4.40170 -3.46348  0.066
56 H -0.18805 -6.06658 -3.28839  0.072
57 H 1.23269 -5.37689 -2.49004  0.088
58 H 0.47714 -3.93583 -0.02640  0.118
59 H -0.19166 -3.01053 -1.41136  0.119
60 H -1.08627 -2.49642 0.79532  0.095
61 H -1.49258 -4.25038 0.94373  0.109
62 H -2.88905 -2.41686 -1.04875  0.113
63 H -3.40247 -2.92325 0.47660  0.113
64 H -4.75131 -5.45630 0.14115  0.072
65 H -3.56825 -6.59866 -0.40582  0.078
66 H -3.14723 -5.56850 0.94804  0.072
67 H -4.75852 -5.09785 -2.56436  0.082
68 H -5.21798 -3.74811 -1.50021  0.060
69 H -4.00432 -3.51342 -2.75097  0.093
70 H 0.52171 -6.31474 -0.19075  0.075
71 H -0.30720 -7.29401 -1.41134  0.080
72 H -1.16982 -6.62905 -0.00942  0.070
73 H -2.70126 -5.61630 -3.64034  0.106
74 C -1.96895 -0.42731 -10.88158  -0.123
75 O -2.46288 0.32961 -9.79482  -0.173
76 C -3.84954 0.13548 -9.69278  -0.234
77 C -4.44271 0.94322 -8.51650  -0.206
78 N -4.28941 2.39572 -8.56211  -0.050
79 C -5.05014 3.01896 -7.49444  -0.231
80 C -4.65277 2.55818 -6.06174  -0.234
81 O -3.27143 2.30899 -6.04641  -0.185
82 C -2.77451 2.17861 -4.72376  -0.096
83 H -0.89363 -0.34085 -11.02489  0.085
84 H -2.43028 -0.06669 -11.80726  0.083
85 H -2.18351 -1.49208 -10.74989  0.083
86 H -4.05123 -0.93142 -9.56300  0.121
87 H -4.31673 0.57171 -10.58982  0.117
88 H -3.87417 0.56948 -7.66169  0.115
89 H -5.49887 0.71183 -8.32234  0.117
90 H -4.68257 2.74939 -9.42862  0.107
91 H -6.14992 2.86817 -7.51597  0.104
92 H -5.15223 4.09579 -7.67778  0.107
93 H -5.21517 1.61803 -5.98332  0.103
94 H -5.03215 3.18601 -5.25276  0.122
95 H -3.39701 1.51087 -4.11798  0.071
96 H -2.80152 3.14858 -4.21889  0.090
97 H -1.77931 1.75106 -4.69622  0.083
98 C -6.34893 6.10350 3.03983  -0.104
99 O -5.91196 4.76551 2.99287  -0.197
100 C -5.59609 4.25138 1.72358  -0.226
101 C -4.82782 2.95419 1.97051  -0.194
102 N -3.44050 3.27352 2.32714  -0.023
103 C -2.79719 2.09867 2.93586  -0.199
104 C -1.46350 2.51280 3.53465  -0.233
105 O -1.58307 3.52325 4.51317  -0.172
106 C -0.46218 3.56707 5.36646  -0.102
107 H -6.21448 6.40739 4.08093  0.085
108 H -7.43056 6.17809 2.88147  0.085
109 H -5.74209 6.72869 2.38197  0.079
110 H -4.95809 4.91202 1.12199  0.113
111 H -6.51487 4.07652 1.14791  0.120
112 H -4.88584 2.27799 1.11725  0.098
113 H -5.37147 2.49441 2.80643  0.114
114 H -3.52417 3.93743 3.09588  0.104
115 H -2.63847 1.35223 2.15846  0.121
116 H -3.31308 1.64733 3.79110  0.083
117 H -0.87572 2.85824 2.67722  0.114
118 H -1.09594 1.58810 3.99139  0.105
119 H -0.40572 4.56074 5.80758  0.090
120 H 0.49309 3.50261 4.82783  0.064
121 H -0.46483 2.71094 6.04494  0.093
122 C 2.40435 3.76924 2.79626  -0.105
123 O 2.83377 4.14364 1.49885  -0.203
124 C 2.43519 5.48187 1.21415  -0.223
125 C 0.94951 5.76231 1.02559  -0.234
126 N 0.30568 4.81155 0.13378  -0.022
127 C -1.05676 5.10569 -0.34852  -0.179
128 C -1.25667 6.59912 -0.59283  -0.223
129 O -2.56094 6.77101 -1.12089  -0.156
130 C -3.36114 7.59975 -0.36497  -0.158
131 H 2.85515 2.78810 2.98237  0.084
132 H 1.33101 3.59827 2.89802  0.061
133 H 2.81189 4.42831 3.56874  0.089
134 H 3.03623 5.71377 0.32995  0.123
135 H 2.77185 6.23515 1.94252  0.119
136 H 1.02691 6.74798 0.55853  0.112
137 H 0.55426 5.82938 2.04910  0.117
138 H 0.39638 3.89253 0.54550  0.087
139 H -1.83869 4.76882 0.34424  0.109
140 H -1.14041 4.53507 -1.26872  0.093
141 H -0.48887 6.84778 -1.33678  0.127
142 H -0.98687 7.19331 0.28202  0.105
143 H -2.97585 8.57849 -0.04014  0.086
144 H -3.72871 7.16049 0.57895  0.073
145 H -4.25901 7.84249 -0.94437  0.087
146 C 2.73980 -3.18484 -3.99447  -0.140
147 O 3.39008 -2.11593 -4.62945  -0.190
148 C 3.20986 -0.90711 -3.88459  -0.184
149 C 4.10858 0.15915 -4.55457  -0.210
150 N 4.02012 0.12685 -6.01588  -0.031
151 C 5.04015 0.96010 -6.66380  -0.203
152 C 5.29704 2.35814 -6.05880  -0.208
153 O 6.06148 2.15547 -4.88265  -0.241
154 C 6.56915 3.27224 -4.19553  -0.109
155 H 2.90432 -4.06670 -4.62057  0.090
156 H 1.66149 -3.08748 -3.84479  0.060
157 H 3.21427 -3.39046 -3.02309  0.090
158 H 3.56808 -1.10286 -2.87115  0.118
159 H 2.19950 -0.50971 -3.98743  0.120
160 H 5.12749 0.09720 -4.17124  0.103
161 H 3.78975 1.13303 -4.15833  0.102
162 H 3.16476 0.65501 -6.18025  0.110
163 H 4.75877 1.21528 -7.69164  0.109
164 H 6.01624 0.49723 -6.81970  0.115
165 H 4.34288 2.86472 -5.87325  0.127
166 H 6.00902 2.92551 -6.67437  0.118
167 H 6.96569 3.99310 -4.92554  0.083
168 H 7.45261 2.96517 -3.64131  0.083
169 H 5.87740 3.79851 -3.53960  0.070
170 C 7.70223 4.11490 5.77314  -0.123
171 O 6.42084 3.85888 6.28721  -0.167
172 C 5.56548 3.17186 5.40385  -0.238
173 C 4.79388 2.03511 6.10155  -0.184
174 N 5.54080 0.78214 6.05723  -0.071
175 C 5.11696 -0.33273 5.23353  -0.186
176 C 5.56088 -0.12707 3.76645  -0.215
177 O 6.95005 -0.48917 3.76451  -0.169
178 C 7.47396 -0.34746 2.46248  -0.118
179 H 7.73586 4.75828 4.88796  0.087
180 H 8.23099 3.19052 5.51324  0.085
181 H 8.28113 4.59366 6.56330  0.083
182 H 5.99517 2.68320 4.51994  0.109
183 H 4.91488 3.84148 4.82204  0.106
184 H 3.79937 2.02664 5.64992  0.111
185 H 4.62318 2.30624 7.14712  0.108
186 H 6.52904 0.97417 6.05347  0.106
187 H 4.03104 -0.44516 5.21473  0.117
188 H 5.56227 -1.22766 5.66820  0.106
189 H 5.29945 0.91612 3.56332  0.098
190 H 4.94558 -0.68468 3.05437  0.098
191 H 8.14988 -1.18877 2.28407  0.090
192 H 8.08775 0.56120 2.35134  0.089
193 H 6.75449 -0.22533 1.64910  0.049
194 C 2.96335 -4.85408 2.47372  -0.110
195 O 4.14696 -5.34503 3.10137  -0.178
196 C 4.71123 -4.24246 3.79673  -0.234
197 C 5.89264 -4.72461 4.60991  -0.194
198 N 6.93963 -5.27677 3.69657  -0.061
199 C 7.71938 -6.36282 4.26268  -0.227
200 C 8.85798 -6.77889 3.30839  -0.195
201 O 9.21677 -8.13274 3.58161  -0.212
202 C 10.18599 -8.66881 2.72572  -0.140
203 H 3.05894 -3.97553 1.83121  0.077
204 H 2.15383 -4.82350 3.20292  0.093
205 H 2.53813 -5.51071 1.70248  0.075
206 H 4.03065 -3.75138 4.49894  0.127
207 H 5.06827 -3.54091 3.03573  0.127
208 H 5.62289 -5.53341 5.30405  0.113
209 H 6.34166 -3.98112 5.27143  0.111
210 H 6.32851 -5.69419 2.99622  0.094
211 H 7.16249 -7.23970 4.61855  0.119
212 H 8.16274 -6.00495 5.19833  0.115
213 H 9.71480 -6.13707 3.51578  0.122
214 H 8.45153 -6.83512 2.29562  0.123
215 H 9.92587 -8.79972 1.67221  0.085
216 H 10.44351 -9.66400 3.09441  0.082
217 H 11.11743 -8.10424 2.85287  0.084
218 C -3.15692 -1.46640 3.43068  -0.046
219 C -2.81881 -0.95819 4.83363  -0.445
220 C -3.96228 -1.26353 5.80129  -0.239
221 O -5.27863 -0.97172 5.46343  -0.164
222 C -5.56609 0.41307 5.57378  -0.090
223 N -1.60730 -1.65024 5.24754  0.051
224 H -3.14821 -2.55652 3.45208  0.084
225 H -2.43591 -1.12921 2.68155  0.063
226 H -4.11636 -1.08037 3.07486  0.072
227 H -2.64708 0.12282 4.79019  0.101
228 H -3.65370 -0.84682 6.77341  0.124
229 H -3.86111 -2.35239 5.90288  0.131
230 H -6.60918 0.50943 5.27296  0.089
231 H -4.94595 1.03309 4.92493  0.062
232 H -5.48876 0.79259 6.59762  0.089
233 H -0.71738 -1.23553 4.99851  0.054
234 H -1.59827 -1.67652 6.26674  0.067
235 C 4.39966 2.74698 -1.45145  -0.034
236 C 4.99373 1.58891 -0.66153  -0.406
237 C 6.44141 1.16455 -0.93295  -0.191
238 O 6.70810 0.89462 -2.28577  -0.218
239 C 7.86197 0.13568 -2.55702  -0.099
240 N 4.79974 1.82030 0.77527  0.069
241 H 3.36684 2.80588 -1.11516  0.083
242 H 4.48833 2.40652 -2.48871  0.050
243 H 4.94579 3.69074 -1.46131  0.078
244 H 4.34238 0.72351 -0.85649  0.132
245 H 6.69412 0.39604 -0.19379  0.098
246 H 7.07044 2.03149 -0.67572  0.131
247 H 8.03312 0.17932 -3.62921  0.087
248 H 7.75767 -0.87456 -2.15117  0.090
249 H 8.72255 0.58550 -2.04223  0.085
250 H 4.06255 2.48239 0.97350  0.032
251 H 4.75728 0.97435 1.32235  0.037